The following is a quantum chemistry calculation of an isolated molecule of C6H13N in a non-equilibrium geometry, from the OMol25 dataset.

XYZ file:
```
20
Properties=species:S:1:pos:R:3:forces:R:3
C -1.043 2.151 0.587 -0.1 -0.5 -0.3
C -0.739 0.589 0.634 0.0 -0.8 -0.7
N -0.824 -0.697 -0.561 -0.3 0.6 0.3
C -0.917 -2.166 -0.262 -0.3 0.3 0.2
C 0.392 -0.077 -0.148 -0.1 0.7 0.5
C 1.492 -0.836 0.581 0.0 0.1 0.1
C 0.839 0.875 -1.239 0.2 0.2 0.0
H -1.869 2.482 -0.053 0.1 -0.3 -0.1
H -1.302 2.535 1.596 0.0 -0.8 -0.3
H -0.170 2.765 0.307 -0.2 -0.6 -0.1
H -1.199 0.198 1.529 0.8 -0.6 0.2
H -0.496 -2.733 -1.121 -0.1 0.7 0.2
H -0.365 -2.556 0.608 -0.3 0.4 0.0
H -1.952 -2.505 -0.183 0.0 0.3 0.1
H 2.193 -0.094 0.969 0.1 -0.1 0.0
H 1.088 -1.392 1.430 0.1 0.1 -0.1
H 2.065 -1.545 -0.036 -0.3 0.3 -0.1
H -0.058 1.406 -1.566 0.3 0.0 -0.1
H 1.255 0.383 -2.123 0.1 -0.2 0.3
H 1.560 1.584 -0.830 0.1 0.1 -0.2
```
Positions in Å, forces in eV/Å.

Its total charge is 0.


The following is a quantum chemistry calculation of an isolated molecule of C6H13N in a non-equilibrium geometry, from the OMol25 dataset.

XYZ file:
```
20
Properties=species:S:1:pos:R:3:forces:R:3
C 2.174 0.797 0.957 -0.5 0.6 -0.6
C 1.599 -0.154 0.225 0.9 -0.2 -0.1
C 2.181 -1.544 0.176 -0.1 -0.5 -0.5
C 0.391 0.116 -0.666 1.1 -0.6 0.4
C -0.930 -0.120 0.078 -0.4 1.1 -0.3
C -1.969 0.949 -0.404 -0.3 -0.9 0.6
N -3.381 0.546 -0.430 0.0 -0.2 0.6
H 1.840 1.821 0.799 -0.1 0.0 0.4
H 3.007 0.655 1.628 0.1 -0.2 0.0
H 3.181 -1.652 -0.255 0.0 0.7 -0.2
H 1.558 -2.135 -0.499 -0.1 -0.4 0.5
H 2.329 -2.013 1.140 -0.6 -0.2 0.3
H 0.474 1.164 -0.950 -0.3 0.1 -0.2
H 0.500 -0.513 -1.553 -0.2 0.2 -0.2
H -0.641 0.061 1.114 -0.7 -0.1 0.2
H -1.451 -1.074 0.003 0.7 -0.4 -0.2
H -1.877 1.733 0.347 -0.1 0.6 -0.6
H -1.753 1.266 -1.423 0.4 0.3 0.2
H -3.728 0.487 0.522 -0.1 0.0 -0.1
H -3.504 -0.391 -0.808 0.2 0.2 -0.1
```
Positions in Å, forces in eV/Å.

Its total charge is 0.


The following is a quantum chemistry calculation of an isolated molecule of C6H13N, from the OMol25 dataset.

XYZ file:
```
20
Properties=species:S:1:pos:R:3:forces:R:3
C 0.097 0.954 -2.174 0.4 0.1 -0.5
C -0.771 0.996 -0.925 0.1 -0.1 0.2
C -0.482 -0.133 0.037 -0.1 -0.1 0.0
C -1.361 -1.355 -0.063 0.2 -0.2 0.2
C 0.505 -0.028 0.932 -0.2 0.2 0.1
C 0.806 -1.035 2.001 0.2 0.0 -0.1
N 1.279 1.138 1.046 -0.2 0.1 -0.1
H 0.018 -0.024 -2.654 0.0 0.0 0.0
H 1.163 1.126 -1.987 -0.1 -0.1 0.2
H -0.181 1.706 -2.916 -0.2 0.0 0.1
H -0.658 1.953 -0.404 0.0 0.0 -0.1
H -1.816 0.927 -1.235 0.0 0.1 0.0
H -1.642 -1.751 0.916 0.0 0.1 -0.1
H -2.279 -1.129 -0.598 -0.1 0.1 0.0
H -0.882 -2.182 -0.594 0.0 0.0 -0.1
H 1.888 -1.202 2.066 -0.1 0.0 0.1
H 0.461 -0.664 2.971 0.0 -0.1 0.0
H 0.348 -1.998 1.805 -0.1 0.0 0.0
H 1.385 1.672 0.195 0.2 -0.1 0.3
H 2.122 1.029 1.582 0.1 0.1 -0.2
```
Positions in Å, forces in eV/Å.

Its total charge is 0.


The following is a quantum chemistry calculation of an isolated molecule of C6H13N, from the OMol25 dataset.

XYZ file:
```
20
Properties=species:S:1:pos:R:3:forces:R:3
C -1.115 1.937 0.747 -0.1 -0.1 0.1
C -0.382 0.693 1.164 0.0 0.2 -0.3
N -0.842 -0.627 -0.371 -0.1 0.0 0.1
C -0.907 -2.072 -0.211 0.0 -0.2 0.0
C 0.398 0.106 0.033 0.2 0.0 0.1
C 1.508 -0.819 0.532 0.0 0.0 0.0
C 0.934 0.972 -1.111 0.0 0.1 0.0
H -1.960 2.180 1.397 0.2 -0.1 0.0
H -0.360 2.729 0.893 0.0 -0.1 0.0
H -1.429 2.016 -0.306 0.1 -0.1 0.2
H -1.676 -0.211 0.038 -0.1 0.1 -0.3
H -0.182 -2.541 -0.881 -0.1 0.0 0.1
H -0.730 -2.431 0.810 0.0 0.1 -0.1
H -1.904 -2.395 -0.527 0.1 0.0 0.1
H 2.345 -0.203 0.875 -0.1 -0.1 -0.1
H 1.170 -1.414 1.383 0.1 0.1 -0.1
H 1.885 -1.479 -0.258 -0.1 0.1 0.1
H 0.139 1.501 -1.640 0.1 -0.1 0.1
H 1.463 0.352 -1.844 -0.1 0.0 0.1
H 1.649 1.709 -0.722 -0.1 -0.1 -0.1
```
Positions in Å, forces in eV/Å.

Its total charge is 0.


The following is a quantum chemistry calculation of the ion C6H13N2 with charge +1 in a non-equilibrium geometry, from the OMol25 dataset.

XYZ file:
```
21
Properties=species:S:1:pos:R:3:forces:R:3
C 1.085 1.138 2.455 0.8 0.1 -1.8
C -0.005 0.716 1.892 -0.7 -0.2 -1.7
N -0.049 0.718 0.416 1.6 -0.6 0.1
C -1.103 1.603 -0.006 3.7 3.0 -4.4
C -0.075 -0.817 -0.067 0.7 1.5 0.0
C -0.626 -1.192 -1.401 -1.5 -0.4 -2.0
C 0.746 -1.770 -1.813 -0.7 -0.2 -0.7
N 1.194 -1.215 -0.565 0.1 1.1 0.8
H 1.180 1.037 3.483 0.6 0.4 1.7
H 1.859 1.480 1.723 -0.2 -0.2 1.4
H -0.969 0.365 2.232 0.3 -0.1 0.8
H 0.848 1.109 0.048 -0.7 -0.6 0.3
H -1.091 1.556 -1.148 -0.9 0.0 1.6
H -1.972 1.479 0.482 -3.1 -0.7 1.4
H -0.693 2.647 0.183 -0.9 -1.1 0.1
H -0.538 -1.164 0.844 0.0 -1.3 -0.1
H -1.112 -0.460 -2.085 0.2 -0.6 0.7
H -1.236 -2.048 -1.206 -1.1 -0.2 -0.3
H 0.813 -2.887 -1.981 -0.3 1.2 0.7
H 1.247 -1.309 -2.637 0.2 0.3 -0.7
H 1.765 -1.784 -0.049 1.9 -1.3 2.0
```
Positions in Å, forces in eV/Å.

Its total charge is +1.


The following is a quantum chemistry calculation of a structure of composition C6H13N2 in a non-equilibrium geometry, from the OMol25 dataset.

XYZ file:
```
21
Properties=species:S:1:pos:R:3:forces:R:3
C 0.001 -2.003 0.501 -0.3 -0.1 0.0
C 0.858 -1.140 1.397 -0.1 0.1 0.2
C 0.296 -0.112 -2.326 0.2 -0.7 -0.4
C 1.012 0.187 -1.078 -2.6 -2.1 2.3
C -0.056 -0.533 0.390 3.3 1.5 -2.4
C -0.848 1.440 1.528 0.0 0.1 0.1
N 0.091 1.160 -1.632 -0.3 1.1 0.0
N -1.086 0.382 0.542 -0.7 -0.2 0.4
H 0.486 -2.574 -0.274 0.0 0.0 -0.1
H -0.848 -2.504 0.944 -0.1 0.0 0.1
H 0.611 -1.059 2.444 -0.2 -0.1 0.1
H 1.919 -1.115 1.208 0.1 0.0 -0.1
H 0.784 -0.066 -3.292 0.0 0.2 0.1
H -0.550 -0.792 -2.295 0.0 0.1 0.1
H 2.060 0.371 -0.960 0.3 0.2 -0.1
H 0.130 1.884 1.335 -0.1 0.0 0.0
H -1.617 2.203 1.425 0.0 0.0 0.0
H -0.854 1.073 2.556 0.0 0.0 -0.1
H 0.371 2.037 -2.064 0.2 -0.2 0.0
H -0.756 1.199 -0.995 0.1 -0.1 -0.1
H -2.004 -0.039 0.645 0.1 0.0 -0.1
```
Positions in Å, forces in eV/Å.

Its total charge is +1.


The following is a quantum chemistry calculation of the ion C6H13N2 with charge +1 in a non-equilibrium geometry, from the OMol25 dataset.

XYZ file:
```
21
Properties=species:S:1:pos:R:3:forces:R:3
C 0.691 1.226 -1.045 -0.3 -2.9 -0.6
C 1.743 0.232 -0.496 3.4 -0.3 -0.8
C 1.280 -1.106 -0.173 -2.9 0.5 -1.1
C -0.710 -0.650 -0.664 3.2 -0.1 -0.3
C -1.707 -1.346 0.175 0.0 -1.2 0.0
C -1.369 1.272 0.526 2.0 2.4 2.8
N -0.584 0.719 -0.587 -1.8 0.2 1.8
N 1.679 -0.194 0.917 -0.1 -1.1 2.0
H 0.979 2.220 -0.920 -0.3 1.7 0.7
H 0.612 1.053 -2.114 0.8 0.0 -0.4
H 2.899 0.266 -0.707 -2.5 0.7 -0.2
H 1.825 -2.031 -0.330 0.0 0.3 0.2
H -0.523 -1.007 -1.670 -0.3 -0.3 0.0
H -2.584 -0.700 0.331 -0.4 -1.0 -0.9
H -1.424 -1.509 1.207 0.7 0.2 0.2
H -1.759 -2.390 -0.230 -1.0 1.1 0.2
H -2.447 1.483 0.387 0.8 0.0 -0.7
H -1.329 0.687 1.501 0.1 0.2 -1.3
H -0.812 2.228 0.887 -1.3 -1.2 -0.9
H 2.549 -0.499 1.357 0.0 0.6 -0.1
H 0.991 0.043 1.648 0.1 0.3 -0.9
```
Positions in Å, forces in eV/Å.

Its total charge is +1.


The following is a quantum chemistry calculation of a cluster of 3 separate species, C6H13N2 in total in a non-equilibrium geometry, from the OMol25 dataset.

XYZ file:
```
21
Properties=species:S:1:pos:R:3:forces:R:3
C -2.726 -0.906 -0.820 -0.5 -0.2 4.8
C 0.644 -1.366 -0.050 -1.6 1.6 0.1
C -0.798 2.303 0.194 4.5 0.7 0.9
C 2.865 -0.609 -0.314 2.7 -0.9 -2.9
C 0.530 2.186 -0.215 -3.2 -1.3 1.4
C 1.935 -1.187 0.625 -2.3 -2.8 3.5
N -0.388 -1.143 -0.529 1.2 -0.9 0.2
N -3.122 -0.758 0.432 0.9 0.5 -4.8
H -2.564 -1.887 -1.116 0.1 -1.3 -1.2
H -1.690 2.028 -0.280 -0.7 -0.5 -1.4
H -2.584 -0.004 -1.329 0.1 0.8 -1.3
H -0.994 2.747 1.150 0.0 0.4 0.4
H 3.931 -0.882 -0.168 -0.7 -0.1 0.1
H 2.836 0.418 -0.140 0.0 1.9 -0.4
H 2.626 -0.868 -1.407 0.3 0.5 1.6
H 1.400 2.377 0.481 -1.3 0.2 -1.1
H 0.632 1.528 -1.080 0.7 0.7 -0.1
H 2.127 -2.192 1.149 0.4 1.2 -1.1
H 1.722 -0.543 1.540 0.2 -0.5 -1.2
H -3.177 -1.388 1.147 -0.2 -2.7 1.6
H -3.205 0.146 0.732 -0.4 2.9 1.0
```
Positions in Å, forces in eV/Å.

Its total charge is +1.


Calculated ΔE to the lowest compared entry with this formula, charge and spin in order - 247.85 102.44 11.03 355.11 312.57 312.57 391.02 356.66 kJ/mol